1.
C12H31AlBeBrCl3KN2O9PS2 as an isolated structure. Source: the Open Molecules 2025 dataset; level of theory: ωB97M-V/def2-TZVPD.

Geometry as XYZ:
```
64
Properties=species:S:1:pos:R:3
C 1.420 -2.266 0.661
O 2.818 -2.008 0.676
C 3.086 -1.197 -0.457
C 2.974 0.273 0.021
C 2.673 1.313 -1.127
C 1.273 1.118 -1.767
C 1.236 0.098 -2.922
P 0.005 -1.376 -2.696
C -1.204 -2.870 -2.444
C -2.120 -2.719 -1.217
S -3.696 -1.923 -1.719
C -3.810 -0.357 -0.933
N -3.162 0.719 -1.208
N -3.562 1.690 -0.363
C -4.460 1.131 0.415
O -4.675 -0.123 0.129
H 0.836 -1.379 0.384
H 1.079 -2.609 1.637
H 1.162 -3.046 -0.068
H 4.093 -1.436 -0.865
H 2.366 -1.475 -1.225
H 3.986 0.538 0.468
H 2.266 0.296 0.847
H 3.489 1.379 -1.921
H 2.653 2.345 -0.622
H 0.986 2.104 -2.146
H 0.581 0.900 -0.940
H 1.109 0.606 -3.882
H 2.246 -0.347 -2.976
H 1.097 -2.300 -2.752
H -0.433 -0.877 -1.427
H -0.637 -1.028 -3.912
H -0.659 -3.815 -2.381
H -1.856 -2.852 -3.323
H -1.654 -2.248 -0.346
H -2.399 -3.724 -0.890
H -4.997 1.734 1.299
K 3.838 3.325 -0.263
Br 1.493 4.169 -2.667
Be -3.412 2.664 1.483
C 4.426 -1.899 4.961
S 2.982 -1.563 3.973
O 2.666 -0.118 4.109
C 1.833 -2.474 5.031
H 5.329 -1.352 4.457
H 4.289 -1.524 5.972
H 4.629 -2.972 4.979
H 1.855 -2.061 6.039
H 2.111 -3.527 5.046
H 0.835 -2.365 4.611
Cl -6.734 1.785 1.012
O -6.252 4.811 -3.151
Cl -5.504 3.728 -2.599
O -6.218 2.489 -2.789
O -5.289 3.947 -1.184
O -4.223 3.637 -3.254
Cl 5.940 0.303 4.441
Al 5.419 0.276 -1.508
O -0.495 7.299 -1.506
H 0.094 6.541 -1.465
H -0.681 7.406 -2.444
O -4.187 -2.595 2.109
H -4.577 -2.428 2.973
H -4.278 -1.773 1.623
```

The calculation puts the orbital gap at 1.19 eV. The calculation puts the energy at -196202.24128 eV. The charge is +2.

=====

2.
C12H31BF4N2O2RuSSiTe4 as an isolated structure. Source: the Open Molecules 2025 dataset; level of theory: ωB97M-V/def2-TZVPD.

Geometry as XYZ:
```
59
Properties=species:S:1:pos:R:3
Ru 0.027 0.118 1.022
C -1.387 -1.479 3.566
O -0.537 -0.431 3.117
C -0.882 0.847 3.665
C 0.338 1.719 3.584
O 0.853 1.661 2.254
C 1.534 2.849 1.861
H -0.982 -2.411 3.185
H -2.405 -1.350 3.193
H -1.389 -1.489 4.659
H -1.182 0.736 4.711
H -1.705 1.288 3.102
H 1.121 1.375 4.269
H 0.042 2.741 3.820
H 0.900 3.716 2.047
H 1.734 2.778 0.797
H 2.478 2.927 2.409
Te -3.139 -0.019 0.389
Te -5.456 -1.158 0.004
Te -2.455 -3.637 -1.761
Te -1.351 -2.131 0.153
C 2.144 -2.704 0.053
Si 1.945 -1.142 1.123
C 3.480 -0.115 0.659
C 2.295 -1.778 2.878
H 3.182 -3.046 0.115
H 1.913 -2.543 -1.003
H 1.504 -3.521 0.396
H 4.392 -0.604 1.018
H 3.449 0.891 1.077
H 3.562 -0.009 -0.426
H 3.257 -2.299 2.909
H 1.524 -2.477 3.213
H 2.329 -0.956 3.599
C -2.977 -0.053 -4.271
C -1.620 0.631 -4.284
N -1.115 0.870 -2.937
C -0.017 0.440 -2.335
S 0.503 1.330 -0.943
N 0.766 -0.529 -2.815
C 0.409 -1.676 -3.650
C 1.179 -1.708 -4.958
H -3.354 -0.156 -5.290
H -3.695 0.537 -3.700
H -2.922 -1.041 -3.812
H -1.690 1.605 -4.775
H -0.884 0.056 -4.837
H -1.611 1.555 -2.383
H 1.576 -0.657 -2.227
H -0.667 -1.697 -3.800
H 0.616 -2.575 -3.068
H 0.990 -0.819 -5.562
H 0.889 -2.587 -5.535
H 2.254 -1.762 -4.776
F -3.227 4.230 1.515
B -1.969 3.992 2.054
F -1.312 2.970 1.314
F -1.166 5.142 2.020
F -2.088 3.557 3.399
```

The calculation puts the orbital gap (alpha / beta) at 6.23 / 5.00 eV. The calculation puts the energy at -82045.70226 eV. The charge is -1. As for the spin multiplicity: 2. Its expectation value of S² is 0.76.

=====

3.
C12H31BaCuO9P2 as an isolated structure. Source: the Open Molecules 2025 dataset; level of theory: ωB97M-V/def2-TZVPD.

Geometry as XYZ:
```
56
Properties=species:S:1:pos:R:3
Cu 0.976 1.380 -4.732
Ba -4.485 3.287 -3.757
O -1.657 0.009 -2.769
H -1.272 -0.499 -2.028
C -2.830 7.319 4.345
C -2.476 6.020 3.552
O -3.455 5.061 3.767
P -3.441 3.578 3.075
O -3.817 3.448 1.627
O -1.987 3.052 3.452
C -1.035 2.895 2.482
C 0.274 2.947 3.222
O -4.395 2.752 4.101
C -5.783 2.417 3.914
C -6.533 3.534 4.666
H -2.007 8.021 4.210
H -3.801 7.713 4.046
H -2.934 7.069 5.401
H -2.561 6.185 2.478
H -1.470 5.665 3.776
H -1.209 1.960 1.950
H -1.060 3.602 1.654
H 0.398 3.762 3.935
H 0.455 1.939 3.595
H 1.057 3.144 2.489
H -6.006 2.342 2.850
H -6.025 1.486 4.427
H -6.098 3.728 5.647
H -6.497 4.461 4.095
H -7.548 3.139 4.689
C 7.212 -4.550 -3.631
C 6.132 -3.530 -3.656
O 4.989 -4.147 -4.144
P 3.571 -3.638 -3.479
O 3.454 -2.158 -3.104
O 2.606 -4.190 -4.640
C 1.254 -4.648 -4.335
C 0.459 -4.628 -5.637
O 3.332 -4.545 -2.167
C 2.261 -4.320 -1.262
C 2.583 -4.763 0.225
H 7.326 -4.994 -4.621
H 8.160 -4.040 -3.460
H 7.010 -5.298 -2.864
H 6.004 -3.082 -2.671
H 6.391 -2.695 -4.307
H 1.528 -5.639 -3.975
H 0.848 -3.975 -3.579
H -0.572 -4.970 -5.544
H 0.411 -3.575 -5.918
H 0.698 -5.348 -6.419
H 2.094 -3.255 -1.103
H 1.430 -4.922 -1.631
H 3.062 -5.741 0.187
H 3.185 -3.938 0.605
H 1.793 -4.827 0.973
```

The calculation puts the orbital gap at 4.00 eV. The calculation puts the energy at -95267.88398 eV. The charge is +2.

=====

4.
C12H32B2F8FeO12S4 as an isolated structure. Source: the Open Molecules 2025 dataset; level of theory: ωB97M-V/def2-TZVPD.

Geometry as XYZ:
```
71
Properties=species:S:1:pos:R:3
Fe 0.084 2.586 -0.043
B 3.594 3.605 -2.302
F 3.607 3.350 -0.984
F 2.309 3.979 -2.579
F 4.419 4.579 -2.837
F 3.840 2.448 -2.899
B -2.568 5.758 -0.310
F -2.916 6.954 -0.907
F -2.554 4.744 -1.301
F -1.366 5.838 0.259
F -3.360 5.360 0.749
O -1.289 0.174 -4.100
S -1.442 -0.899 -5.115
O -1.972 -2.193 -4.647
O -2.457 -0.421 -6.388
C -2.262 0.877 -6.937
C -3.521 0.976 -7.779
C 0.149 -1.073 -6.159
H -1.395 0.884 -7.599
H -2.187 1.642 -6.165
H -3.565 0.093 -8.415
H -3.657 1.897 -8.346
H -4.449 0.904 -7.211
H 0.103 -1.868 -6.904
H 1.010 -1.367 -5.559
H 0.441 -0.153 -6.666
O 3.399 3.554 6.711
S 3.263 2.304 5.965
O 2.467 2.265 4.740
O 4.840 1.717 5.647
C 5.851 2.049 6.574
C 6.382 0.719 7.158
C 2.637 0.957 7.118
H 5.483 2.698 7.369
H 6.740 2.532 6.169
H 5.643 0.070 7.628
H 6.989 1.025 8.011
H 6.924 0.026 6.517
H 1.628 1.263 7.393
H 3.392 0.859 7.899
H 2.634 0.002 6.592
O 2.388 -2.160 0.450
S 3.226 -3.291 0.739
O 3.255 -3.897 2.091
O 2.947 -4.474 -0.419
C 3.077 -5.831 -0.043
C 2.137 -6.676 -0.885
C 4.872 -2.812 0.121
H 2.866 -5.998 1.014
H 4.060 -6.301 -0.082
H 2.294 -7.751 -0.797
H 2.310 -6.500 -1.946
H 1.113 -6.401 -0.632
H 5.167 -1.819 0.458
H 4.767 -2.856 -0.963
H 5.613 -3.537 0.455
O -4.687 -1.702 2.322
S -5.114 -0.443 1.648
O -4.052 0.446 1.106
O -6.150 -0.787 0.409
C -6.759 0.250 -0.303
C -7.554 -0.435 -1.482
C -6.291 0.405 2.823
H -6.131 1.082 -0.620
H -7.519 0.785 0.267
H -8.226 0.282 -1.955
H -8.183 -1.241 -1.104
H -6.735 -0.804 -2.100
H -7.243 -0.116 2.924
H -6.465 1.367 2.341
H -5.849 0.503 3.814
```

The calculation puts the orbital gap (alpha / beta) at 5.47 / 3.18 eV. The calculation puts the energy at -138351.96841 eV. As for the spin multiplicity: 5. Its expectation value of S² is 6.01.

=====

Look up the energy of the fourth one.
-138351.96841 eV